1.
Below is a molecular structure, C24H60F4Li3N2O24P4S4, with properties calculated with ωB97M-V/def2-TZVPD.

Calculated values
LUMO energy (eV): -3.5
ΔE to the lowest compared entry with this formula, charge and spin (kJ/mol): 0.0
Max |F| (eV/A): 6.154
Total charge: +1

Each line ends with the Mulliken charge.
CARTESIAN COORDINATES (ANGSTROEM)
Li (-1.6032, 1.0901, -4.0392)  0.910
Li (-2.5669, 0.6492, -1.2117)  0.670
Li (-0.1039, -2.8799, -5.3826)  0.894
N (-1.2363, -0.0935, -2.4036)  -0.079
S (0.4553, -0.0604, -2.1890)  1.012
O (1.1340, 0.1328, -3.4313)  -0.612
O (1.0458, -0.8154, -1.1263)  -0.375
F (0.5438, 1.4305, -1.5916)  -0.204
S (-1.3130, -1.6844, -2.3975)  0.306
O (-1.1770, -2.4202, -1.2011)  -0.367
O (-0.7808, -2.1786, -3.6448)  -0.230
F (-2.8945, -1.6616, -2.6396)  -0.191
N (-2.3512, 0.5888, -5.7422)  -0.319
S (-3.8659, -0.2308, -5.6848)  1.072
O (-3.7858, -1.6462, -5.4833)  -0.503
O (-4.8660, 0.2919, -6.5545)  -0.544
F (-4.2766, 0.2124, -4.1848)  -0.199
S (-1.7752, -0.2946, -6.9167)  0.745
O (-2.4943, -0.5810, -8.1159)  -0.505
O (-0.8866, -1.3180, -6.3852)  -0.525
F (-0.6941, 0.7346, -7.4796)  -0.288
C (-8.3142, 0.5054, 1.8201)  -0.980
C (-7.2768, -0.5915, 1.9448)  -0.297
O (-6.0645, -0.1418, 1.2939)  -0.212
P (-5.6878, -0.7611, -0.1163)  -0.035
O (-4.4652, -0.1977, -0.7135)  0.381
O (-5.6196, -2.3066, 0.1592)  -0.043
C (-5.8243, -3.3078, -0.8435)  -0.150
C (-4.7503, -4.3567, -0.8060)  -1.123
O (-7.0197, -0.6009, -1.0264)  -0.266
C (-7.0163, 0.1514, -2.2301)  0.020
C (-7.9375, 1.3921, -2.1154)  -1.316
H (-9.2322, 0.3453, 2.3863)  0.427
H (-7.8964, 1.4479, 2.1698)  0.281
H (-8.6199, 0.5703, 0.7763)  0.055
H (-7.0135, -0.7974, 2.9851)  0.406
H (-7.6309, -1.5802, 1.6448)  0.274
H (-6.8441, -3.6855, -0.7303)  0.315
H (-5.8861, -2.8307, -1.8288)  0.225
H (-3.7692, -3.9541, -1.0556)  0.087
H (-4.7086, -4.8320, 0.1780)  0.332
H (-4.9420, -5.2093, -1.4587)  0.438
H (-6.0387, 0.6098, -2.3950)  -0.006
H (-7.2681, -0.3626, -3.1557)  0.438
H (-7.4424, 2.1953, -1.5719)  0.299
H (-8.1750, 1.6918, -3.1335)  0.440
H (-8.8156, 1.1030, -1.5373)  0.248
C (7.6293, -4.0459, 4.1487)  -1.188
C (7.0695, -2.7830, 3.4883)  -0.302
O (5.6425, -2.9400, 3.3915)  -0.317
P (5.0466, -3.0716, 1.9084)  0.727
O (5.6388, -4.1034, 1.0240)  -0.805
O (5.1644, -1.5626, 1.3770)  0.030
C (5.3732, -1.2310, -0.0028)  -0.492
C (4.0253, -1.2913, -0.7003)  -0.020
O (3.4988, -3.1977, 2.2399)  -0.115
C (2.7925, -4.4032, 1.9292)  -0.572
C (1.4633, -4.0287, 1.2865)  -0.652
H (8.7201, -3.9912, 4.1415)  0.363
H (7.3301, -4.2080, 5.1820)  0.302
H (7.2966, -4.8708, 3.5193)  0.289
H (7.3461, -1.8916, 4.0503)  0.389
H (7.5400, -2.7053, 2.5062)  0.324
H (5.8321, -0.2450, -0.0435)  0.117
H (6.0872, -1.8782, -0.5181)  0.391
H (4.1666, -1.3010, -1.7879)  0.420
H (3.3236, -2.0899, -0.4857)  -0.013
H (3.5045, -0.3462, -0.5243)  -0.208
H (3.2927, -5.0625, 1.2190)  0.427
H (2.6234, -5.0017, 2.8240)  0.327
H (0.9437, -4.8909, 0.8669)  0.523
H (0.7947, -3.4844, 1.9571)  -0.020
H (1.6113, -3.3525, 0.4413)  0.049
C (-3.4486, -1.9007, 2.9261)  -1.604
C (-2.2439, -2.0345, 2.0292)  0.384
O (-1.0804, -1.2277, 2.2408)  -0.305
P (-1.0922, 0.3384, 1.8824)  1.022
O (-1.6519, 0.6414, 0.5511)  -0.658
O (0.3818, 0.7958, 2.1626)  -0.114
C (1.5592, 0.0632, 1.7079)  1.303
C (2.6052, 0.2448, 2.8073)  -1.387
O (-2.0078, 1.0026, 3.0210)  -0.303
C (-1.9170, 0.7572, 4.4311)  -0.089
C (-0.5648, 1.0686, 5.0704)  -0.978
H (-4.1933, -2.6239, 2.5942)  0.474
H (-3.1943, -2.1925, 3.9495)  0.416
H (-3.9250, -0.9222, 2.9610)  0.279
H (-1.8849, -3.0641, 1.9755)  0.340
H (-2.5561, -1.8225, 0.9964)  -0.242
H (1.2939, -0.9826, 1.5687)  -0.202
H (1.9526, 0.4551, 0.7718)  -0.317
H (3.5818, -0.1245, 2.4989)  0.089
H (2.7051, 1.3117, 3.0075)  0.332
H (2.2333, -0.2736, 3.6868)  0.363
H (-2.7127, 1.3357, 4.8963)  0.422
H (-2.1455, -0.2852, 4.6657)  0.086
H (0.1779, 0.4049, 4.6391)  0.066
H (-0.2426, 2.0794, 4.8235)  0.264
H (-0.5024, 0.8437, 6.1335)  0.448
C (4.5896, 6.0671, -4.6303)  -1.275
C (4.9485, 5.3120, -3.3481)  -0.125
O (3.9553, 5.5919, -2.3491)  -0.325
P (4.4132, 5.3029, -0.8386)  0.718
O (5.5050, 6.1619, -0.3635)  -0.751
O (3.0546, 5.4844, 0.0084)  -0.353
C (1.9278, 4.6660, -0.2880)  0.029
C (1.0048, 4.7100, 0.9344)  -1.221
O (4.6657, 3.7278, -0.8662)  -0.032
C (5.6042, 3.1383, 0.0422)  -0.022
C (5.2277, 3.2390, 1.5018)  -0.784
H (4.3969, 7.1176, -4.4206)  0.326
H (5.4215, 6.0341, -5.3335)  0.396
H (3.7186, 5.6066, -5.0943)  0.288
H (5.0614, 4.2508, -3.5725)  0.247
H (5.9171, 5.6555, -2.9799)  0.348
H (1.3808, 5.0710, -1.1407)  0.341
H (2.2042, 3.6265, -0.4742)  0.178
H (0.8030, 5.7125, 1.3078)  0.382
H (0.0703, 4.2357, 0.6145)  0.342
H (1.2847, 4.1396, 1.8231)  0.257
H (5.7308, 2.1010, -0.2741)  -0.002
H (6.6164, 3.5112, -0.1441)  0.307
H (5.6354, 2.3598, 1.9983)  0.362
H (5.5829, 4.1446, 1.9972)  0.400
H (4.1471, 3.3591, 1.6182)  -0.004

2.
Below is C6H7B in the gas phase, with properties calculated with ωB97M-V/def2-TZVPD.

Calculated values
LUMO energy (eV): 0.1
SMILES string: C#CCB(C)C#C
ΔE to the lowest compared entry with this formula, charge and spin (kJ/mol): 86.6
Max |F| (eV/A): 3.101

Each line ends with the Mulliken charge.
CARTESIAN COORDINATES (ANGSTROEM)
B (0.5332, -0.0010, -0.1790)  0.110
C (-2.8310, 0.0280, -0.2796)  -0.270
C (-0.1631, 2.5402, 0.2724)  -0.102
C (-1.9027, -0.7031, -0.0277)  -0.209
C (-0.0414, 1.4048, -0.1657)  -0.255
C (-0.5956, -1.1728, 0.1298)  -0.756
C (2.0520, -0.5479, -0.1395)  -0.970
H (2.9005, 0.0652, 0.3608)  0.300
H (-3.6174, 0.5826, -0.6715)  0.406
H (-0.2474, 3.5242, 0.6637)  0.381
H (-0.5062, -2.0341, -0.4401)  0.415
H (-0.2557, -1.4359, 1.1159)  0.316
H (2.5943, -0.7918, -1.0783)  0.322
H (2.0805, -1.4583, 0.4388)  0.315

Q: Which of these has the highest max |F|?
A: C24H60F4Li3N2O24P4S4

Q: The lowest ΔE to the lowest compared entry with this formula, charge and spin belongs to which entry?
A: C24H60F4Li3N2O24P4S4

Q: Among the records above, which one has the lowest ΔE to the lowest compared entry with this formula, charge and spin?
A: C24H60F4Li3N2O24P4S4